Record 1
{"formula": "C17H40BeF2Li2N5O10P", "method": "ωB97M-V/def2-TZVPD", "e_homo_ev": -5.75, "multiplicity": 1, "charge": 0, "fmax_ev_per_a": 8.19, "homo_lumo_gap_ev": 1.38, "energy_ev": -61720.152, "species": ["C", "N", "C", "C", "O", "C", "P", "C", "C", "N", "H", "H", "H", "H", "H", "H", "H", "H", "H", "H", "H", "H", "H", "H", "H", "Li", "C", "C", "O", "C", "O", "O", "C", "H", "H", "H", "H", "H", "H", "H", "H", "C", "O", "N", "C", "C", "H", "H", "H", "H", "H", "H", "H", "C", "O", "N", "N", "H", "H", "H", "H", "F", "C", "C", "O", "H", "H", "H", "H", "H", "Li", "Be", "F", "C", "O", "O", "O", "H"], "positions_angstrom": [[1.545, -2.613, 2.917], [2.038, -1.231, 2.442], [2.205, -1.397, 0.948], [1.055, -0.143, 2.811], [0.376, -0.289, 3.982], [0.740, 1.225, 1.964], [-0.338, 0.936, 0.383], [-2.125, 0.426, 0.825], [-2.251, -0.852, 1.845], [-3.260, -1.849, 1.243], [2.282, -3.461, 2.589], [0.477, -2.850, 2.456], [1.425, -2.683, 4.079], [1.345, -2.099, 0.509], [3.215, -2.011, 0.784], [2.336, -0.400, 0.348], [0.279, 2.060, 2.681], [1.779, 1.669, 1.583], [-0.366, 2.228, -0.318], [-2.658, 0.117, -0.198], [-2.786, 1.325, 1.244], [-1.258, -1.467, 1.990], [-2.658, -0.429, 2.878], [-3.293, -2.689, 1.897], [-2.866, -2.228, 0.335], [-3.493, -3.531, -0.794], [5.995, -4.491, -4.283], [4.612, -4.613, -4.899], [3.611, -4.107, -4.007], [3.486, -2.757, -3.972], [4.133, -1.957, -4.629], [2.531, -2.446, -3.059], [2.357, -1.045, -2.862], [6.018, -4.961, -3.294], [6.746, -4.966, -4.920], [6.275, -3.443, -4.143], [4.382, -5.669, -5.069], [4.558, -4.110, -5.873], [2.186, -0.526, -3.810], [3.230, -0.631, -2.347], [1.479, -0.898, -2.227], [-3.669, 5.156, 0.791], [-4.109, 5.921, -0.059], [-2.336, 4.984, 1.098], [-1.896, 4.057, 2.119], [-1.343, 5.754, 0.378], [-4.337, 4.523, 1.397], [-1.351, 4.611, 2.888], [-1.236, 3.315, 1.662], [-2.746, 3.546, 2.579], [-1.539, 6.820, 0.530], [-1.424, 5.530, -0.690], [-0.336, 5.511, 0.729], [4.649, -8.782, -5.475], [5.086, -7.898, -6.195], [4.661, -10.080, -5.828], [4.115, -8.537, -4.265], [4.305, -10.822, -5.249], [5.054, -10.308, -6.732], [4.086, -7.573, -3.961], [3.749, -9.252, -3.658], [-5.437, -0.648, 0.849], [-4.361, 9.384, 2.398], [-3.885, 8.310, 3.392], [-2.689, 7.914, 2.990], [-4.444, 8.990, 1.377], [-5.353, 9.746, 2.690], [-3.689, 10.252, 2.379], [-4.699, 7.569, 3.427], [-3.976, 8.777, 4.386], [7.263, -4.984, -2.126], [-5.637, -2.449, 1.052], [-4.637, 7.606, -1.444], [-4.897, 2.559, 4.679], [-3.815, 3.017, 4.238], [-4.678, 1.721, 5.682], [-6.083, 2.761, 4.336], [-3.711, 1.854, 5.612]]}

---

Record 2
{"formula": "C17H40ClFO2P", "method": "ωB97M-V/def2-TZVPD", "e_homo_ev": -11.76, "multiplicity": 1, "charge": 1, "fmax_ev_per_a": 1.06, "homo_lumo_gap_ev": 9.58, "energy_ev": -46896.299, "species": ["C", "C", "C", "C", "C", "P", "C", "C", "C", "C", "C", "Cl", "C", "C", "C", "F", "H", "H", "H", "H", "H", "H", "H", "H", "H", "H", "H", "H", "H", "H", "H", "H", "H", "H", "H", "H", "H", "H", "H", "H", "H", "H", "H", "H", "C", "C", "O", "H", "H", "H", "H", "H", "H", "C", "C", "O", "H", "H", "H", "H", "H", "H"], "positions_angstrom": [[-1.542, 0.980, 2.668], [-1.082, 0.812, 1.223], [-0.589, 2.106, 0.567], [0.273, 1.811, -0.672], [1.690, 1.390, -0.258], [2.881, 1.175, -1.598], [2.123, 0.999, -3.230], [1.061, -0.106, -3.354], [3.817, -0.349, -1.309], [5.239, -0.340, -1.866], [5.998, -1.608, -1.491], [5.135, -3.080, -2.003], [3.961, 2.620, -1.727], [4.730, 2.937, -0.432], [4.233, 4.187, 0.262], [4.633, 1.852, 0.428], [-1.584, 0.000, 3.145], [-2.542, 1.405, 2.725], [-0.848, 1.588, 3.247], [-1.920, 0.414, 0.648], [-0.313, 0.035, 1.182], [-1.459, 2.662, 0.218], [-0.035, 2.709, 1.287], [-0.224, 1.018, -1.225], [0.329, 2.706, -1.297], [1.655, 0.439, 0.277], [2.083, 2.119, 0.449], [1.745, 1.978, -3.527], [2.969, 0.786, -3.888], [0.068, 0.322, -3.257], [1.118, -0.542, -4.347], [1.177, -0.894, -2.614], [3.222, -1.139, -1.771], [3.809, -0.538, -0.236], [5.217, -0.269, -2.953], [5.793, 0.488, -1.426], [6.137, -1.685, -0.416], [6.973, -1.613, -1.971], [3.316, 3.454, -2.011], [4.630, 2.443, -2.569], [5.778, 3.084, -0.691], [4.467, 5.054, -0.353], [4.753, 4.304, 1.209], [3.156, 4.149, 0.418], [-3.887, -3.042, 3.598], [-3.578, -2.510, 2.214], [-2.193, -2.680, 1.877], [-3.267, -2.543, 4.344], [-4.936, -2.890, 3.847], [-3.677, -4.113, 3.654], [-3.772, -1.438, 2.164], [-4.203, -3.003, 1.469], [-2.006, -3.622, 1.902], [-8.705, -2.528, 0.579], [-7.250, -2.354, 0.968], [-6.736, -3.488, 1.663], [-9.314, -2.714, 1.464], [-9.084, -1.640, 0.074], [-8.826, -3.380, -0.093], [-7.135, -1.511, 1.649], [-6.638, -2.154, 0.080], [-6.820, -4.252, 1.084]]}

---

Record 3
{"formula": "C17H40ClN16O9PS2", "method": "ωB97M-V/def2-TZVPD", "e_homo_ev": -8.33, "multiplicity": 1, "charge": 0, "fmax_ev_per_a": 3.02, "homo_lumo_gap_ev": 7.28, "energy_ev": -104038.163, "species": ["C", "C", "C", "C", "C", "C", "C", "Cl", "C", "N", "S", "N", "C", "C", "P", "O", "O", "S", "H", "H", "H", "H", "H", "H", "H", "H", "H", "H", "H", "H", "C", "O", "N", "N", "H", "H", "H", "H", "C", "O", "N", "N", "H", "H", "H", "H", "C", "O", "N", "N", "H", "H", "H", "H", "C", "O", "N", "N", "H", "H", "H", "H", "C", "O", "N", "N", "H", "H", "H", "H", "C", "O", "N", "N", "H", "H", "H", "H", "C", "O", "N", "N", "H", "H", "H", "H"], "positions_angstrom": [[3.619, -4.030, -2.910], [2.749, -4.341, -4.134], [3.564, -4.517, -5.429], [1.589, -3.331, -4.372], [0.326, -3.758, -3.678], [-0.195, -4.996, -4.170], [-1.333, -5.556, -3.693], [-1.907, -7.055, -4.329], [-2.066, -4.893, -2.667], [-3.203, -5.289, -2.125], [-3.588, -4.154, -1.039], [-2.355, -3.164, -1.227], [-1.541, -3.653, -2.155], [-0.315, -3.078, -2.663], [0.283, -1.512, -1.985], [1.844, -1.264, -2.247], [-0.539, -0.309, -2.672], [-0.033, -1.417, -0.079], [2.996, -3.638, -2.112], [4.039, -4.960, -2.549], [4.419, -3.350, -3.170], [2.283, -5.308, -3.940], [4.526, -4.020, -5.384], [3.011, -4.176, -6.300], [3.784, -5.571, -5.608], [1.875, -2.308, -4.182], [1.375, -3.388, -5.440], [0.342, -5.509, -4.952], [1.920, -0.549, -2.902], [-0.749, -0.502, -3.599], [4.783, -0.608, -4.504], [4.244, -1.653, -4.831], [5.523, 0.140, -5.374], [4.699, -0.111, -3.231], [5.978, 0.996, -5.123], [5.608, -0.202, -6.313], [4.202, -0.663, -2.555], [5.139, 0.739, -2.935], [0.989, 2.078, 2.740], [0.959, 3.066, 3.459], [0.260, 1.996, 1.594], [1.744, 0.975, 3.027], [0.261, 1.194, 0.991], [-0.306, 2.789, 1.357], [2.291, 1.000, 3.867], [1.771, 0.159, 2.444], [-2.353, 4.499, 4.757], [-1.761, 5.548, 4.562], [-3.610, 4.432, 5.290], [-1.820, 3.273, 4.455], [-4.081, 3.556, 5.438], [-4.075, 5.290, 5.541], [-0.892, 3.224, 4.053], [-2.325, 2.421, 4.623], [5.332, -4.871, 0.509], [5.034, -4.234, -0.484], [6.030, -6.047, 0.445], [4.993, -4.465, 1.771], [6.285, -6.587, 1.249], [6.295, -6.373, -0.465], [4.478, -3.609, 1.852], [5.227, -4.974, 2.601], [-4.981, 0.953, 4.119], [-4.512, 1.241, 5.209], [-4.279, 0.244, 3.186], [-6.243, 1.319, 3.748], [-4.643, -0.002, 2.286], [-3.348, -0.040, 3.428], [-6.782, 1.844, 4.411], [-6.647, 1.096, 2.859], [-0.841, 4.127, -1.760], [-0.028, 4.309, -2.650], [-1.395, 5.153, -1.048], [-1.260, 2.874, -1.401], [-2.060, 5.024, -0.309], [-1.103, 6.083, -1.283], [-0.869, 2.097, -1.903], [-1.928, 2.695, -0.675], [-5.546, 8.068, 6.389], [-4.858, 7.177, 5.928], [-6.515, 7.841, 7.330], [-5.402, 9.371, 6.001], [-7.089, 8.562, 7.722], [-6.641, 6.895, 7.637], [-4.698, 9.566, 5.315], [-5.954, 10.123, 6.366]]}

---

Record 4
{"formula": "C17H40CoNOP3", "method": "ωB97M-V/def2-TZVPD", "e_homo_ev": [-17.88, -17.89], "relative_energy_kj_mol": 192.8, "multiplicity": 5, "s2": 6.035, "charge": 3, "fmax_ev_per_a": 5.01, "homo_lumo_gap_ev": [9.03, 4.70], "energy_ev": -87279.698, "species": ["Co", "P", "P", "P", "H", "C", "C", "H", "C", "C", "C", "C", "C", "C", "C", "C", "C", "H", "H", "H", "H", "H", "H", "H", "H", "H", "H", "H", "H", "H", "H", "H", "H", "H", "H", "H", "H", "H", "H", "H", "H", "H", "H", "H", "H", "H", "C", "C", "C", "C", "C", "C", "O", "H", "H", "H", "H", "H", "H", "N", "H", "H", "H"], "positions_angstrom": [[0.184, 0.588, 0.491], [1.298, 1.246, 2.206], [-0.991, 2.181, -0.092], [1.770, -0.245, -0.581], [-1.828, -3.896, 1.398], [-0.781, -4.213, 1.504], [-0.058, -3.939, 2.602], [-0.484, -3.435, 3.480], [0.322, 1.453, 3.745], [2.170, 2.864, 2.056], [2.670, 0.215, 2.867], [-2.760, 1.871, -0.463], [-1.198, 3.573, 1.091], [-0.397, 3.046, -1.601], [2.331, -1.821, 0.187], [3.274, 0.813, -0.656], [1.638, -0.732, -2.326], [-0.364, -4.793, 0.677], [0.984, -4.278, 2.700], [-0.110, 0.491, 4.050], [-0.487, 2.182, 3.609], [0.991, 1.804, 4.543], [1.471, 3.701, 1.963], [2.828, 2.860, 1.178], [2.780, 3.009, 2.959], [2.326, -0.809, 3.059], [3.003, 0.664, 3.813], [3.526, 0.179, 2.183], [-2.941, 2.035, -1.526], [-3.367, 2.569, 0.115], [-3.070, 0.851, -0.210], [-1.310, 4.507, 0.525], [-0.356, 3.671, 1.783], [-2.107, 3.393, 1.677], [-0.928, 3.998, -1.712], [-0.583, 2.425, -2.483], [0.678, 3.251, -1.527], [2.734, -2.468, -0.601], [1.503, -2.347, 0.682], [3.112, -1.621, 0.929], [3.970, 0.381, -1.388], [3.774, 0.891, 0.315], [2.997, 1.820, -0.997], [2.605, -1.133, -2.662], [1.379, 0.151, -2.923], [0.865, -1.501, -2.454], [-1.828, -1.393, -2.156], [-2.857, -0.657, -2.760], [-3.319, -1.041, -4.012], [-2.755, -2.129, -4.683], [-1.766, -2.889, -4.053], [-1.305, -2.543, -2.781], [-1.418, -1.121, -0.871], [-0.643, -0.312, -0.671], [-3.298, 0.170, -2.215], [-4.103, -0.453, -4.492], [-3.098, -2.402, -5.684], [-1.306, -3.745, -4.551], [-0.567, -3.131, -2.234], [-1.029, -0.772, 1.629], [-0.579, -1.673, 1.832], [-1.819, -0.971, 1.016], [-1.374, -0.391, 2.503]]}